[1]
{
  "formula": "C16H48O9V",
  "method": "ωB97M-V/def2-TZVPD",
  "orbital_gap_ev": [7.33, 8.00],
  "charge": 0,
  "lumo_energy_ha": [0.02292, 0.02288],
  "spin_multiplicity": 4,
  "elements": ["V", "C", "O", "H", "H", "H", "C", "O", "H", "H", "H", "C", "C", "O", "H", "H", "H", "H", "H", "H", "C", "C", "O", "H", "H", "H", "H", "H", "H", "C", "C", "O", "H", "H", "H", "H", "H", "H", "C", "C", "O", "H", "H", "H", "H", "H", "H", "C", "C", "O", "H", "H", "H", "H", "H", "H", "C", "C", "O", "H", "H", "H", "H", "H", "H", "C", "C", "O", "H", "H", "H", "H", "H", "H"],
  "positions_angstrom": [[-0.491703, -0.115475, -0.517144], [-3.941373, -0.742355, -0.106814], [-2.642153, -0.510155, 0.181826], [-4.452403, -1.469195, 0.524576], [-4.409343, 0.214555, 0.124336], [-4.108013, -0.960605, -1.161654], [2.805057, -0.404045, -0.767694], [1.602377, 0.225765, -1.193574], [3.387077, -0.794075, -1.602694], [3.440487, 0.391365, -0.378254], [2.702327, -1.190805, -0.020324], [-0.283553, 3.761465, 1.005286], [0.618077, 2.516115, 1.071126], [-0.201913, 1.351425, 1.178686], [-1.066923, 3.568375, 0.272376], [0.279007, 4.651585, 0.723656], [-0.684083, 3.993565, 1.992096], [1.236517, 2.633665, 1.960966], [1.269347, 2.493155, 0.197396], [-0.452603, 1.227555, 2.097066], [0.942387, -3.180415, 2.224736], [0.713067, -3.145745, 0.745896], [-0.123333, -1.978505, 0.530126], [-0.015813, -3.102005, 2.738346], [1.369857, -2.215375, 2.496896], [1.536417, -4.013915, 2.599576], [0.332927, -4.063775, 0.297756], [1.711657, -2.917605, 0.373246], [-0.901123, -2.086925, 1.082306], [-3.128363, 2.744375, -1.813104], [-2.251073, 1.752925, -2.605504], [-1.143223, 1.559015, -1.803614], [-2.643523, 3.715185, -1.710304], [-3.395173, 2.216385, -0.897604], [-4.102753, 2.879545, -2.282564], [-1.943273, 2.297225, -3.498304], [-2.727873, 0.855795, -3.000384], [-0.475233, 2.200335, -2.056784], [3.536157, 0.930075, 3.294716], [3.554677, -0.213495, 4.327616], [2.287487, -0.483405, 4.685016], [3.012577, 0.666135, 2.375856], [4.564087, 1.193475, 3.045556], [3.064247, 1.733015, 3.861006], [4.176677, -0.079495, 5.212636], [3.871427, -1.046825, 3.700456], [2.310747, -1.194905, 5.329086], [-3.432833, -3.153745, 4.363476], [-2.882773, -2.253655, 3.290936], [-2.860823, -3.030555, 2.079266], [-3.374643, -2.544155, 5.265206], [-2.971083, -4.141055, 4.353416], [-4.497563, -3.371475, 4.279566], [-1.902523, -1.792975, 3.413396], [-3.599753, -1.492715, 2.982706], [-3.198893, -2.459135, 1.385876], [0.163907, -1.086095, -4.197354], [-0.004153, -2.140705, -3.104244], [-1.076453, -1.796075, -2.322424], [1.050827, -1.346455, -4.775004], [0.390847, -0.073565, -3.863624], [-0.627643, -0.969205, -4.937544], [0.880597, -2.042475, -2.475224], [-0.089393, -3.131315, -3.550924], [-1.906483, -1.992125, -2.763144], [2.487677, 2.281705, -4.622244], [2.409017, 3.086455, -3.399704], [1.288657, 2.669595, -2.630354], [1.684987, 2.255475, -5.359204], [2.632207, 1.218955, -4.427904], [3.417607, 2.618005, -5.080744], [2.454577, 4.147825, -3.643674], [3.311037, 2.866075, -2.828844], [1.513207, 1.810445, -2.265594]],
  "forces_ev_per_angstrom": [[-0.7, -0.3, -0.4], [0.2, 1.7, 0.0], [3.2, -0.6, 0.4], [-0.2, -0.6, 0.1], [-1.3, 0.2, -0.3], [-0.4, -0.4, -0.4], [-0.8, 1.5, -0.6], [-0.8, -0.7, 0.3], [-0.1, -0.4, -0.3], [0.4, 0.0, 0.6], [-0.2, -0.1, 0.2], [0.4, -0.3, 0.0], [-0.3, 1.6, 0.4], [0.5, -0.5, -0.5], [-0.1, 0.2, 0.2], [0.1, -0.1, -0.2], [-0.4, -0.2, -0.1], [0.3, -0.4, 0.0], [-0.2, -0.7, 0.0], [-0.2, -0.2, -0.1], [-0.6, 0.4, 0.9], [0.8, 1.1, 0.4], [0.6, -0.6, -0.4], [-0.2, -0.7, 0.2], [0.6, -0.1, 0.0], [-0.1, 0.1, -0.1], [-0.3, 0.2, 0.0], [-0.3, 0.0, -0.9], [-0.8, -0.1, 0.1], [-1.2, -1.5, -0.7], [-1.3, 2.4, -0.8], [1.5, -1.4, 0.9], [0.1, -0.2, 0.3], [0.4, 0.5, 0.5], [0.0, 0.3, -0.4], [0.3, -0.1, -0.3], [0.0, -0.3, 0.8], [0.7, 0.2, -0.2], [0.4, 0.0, 1.7], [1.9, -0.1, -2.8], [-3.2, -0.4, 1.3], [-0.2, 0.0, 0.3], [0.0, 0.2, 0.0], [-0.1, 0.5, -0.7], [0.5, 0.4, -0.3], [1.0, -0.6, 0.4], [-0.3, -0.1, 0.0], [-0.2, 0.8, 0.5], [-1.4, -0.6, -2.2], [0.8, -0.6, -0.2], [0.4, -0.7, 0.7], [0.5, 0.3, 0.5], [-0.1, 0.3, -0.6], [0.0, -0.1, 0.7], [0.1, 0.7, 1.0], [0.2, 0.1, -0.4], [1.1, 0.1, -0.9], [1.2, 1.3, -1.6], [-1.4, 0.3, 1.9], [0.2, -0.2, -0.2], [-0.2, -0.1, 0.7], [-0.4, -0.5, 0.2], [0.0, -0.4, 0.1], [0.0, -0.2, 0.2], [-0.1, 0.1, 0.1], [1.1, -1.2, -1.7], [-0.3, -0.5, 0.8], [-0.6, 1.6, 0.0], [-0.2, 0.8, 0.2], [0.1, -0.1, 0.5], [0.0, -0.1, -0.7], [-0.7, 0.1, 0.4], [0.2, 0.2, 0.2], [0.3, -1.2, 0.7]]
}

=====

[2]
{
  "formula": "C30H21BF4N6Ru",
  "method": "ωB97M-V/def2-TZVPD",
  "orbital_gap_ev": [7.46, 6.02],
  "charge": 1,
  "lumo_energy_ha": [-0.12000, -0.17628],
  "relative_energy_kcal_mol": 15.6,
  "spin_multiplicity": 2,
  "elements": ["Ru", "C", "C", "N", "C", "C", "C", "C", "C", "C", "C", "N", "C", "C", "C", "C", "C", "C", "C", "C", "N", "C", "H", "H", "H", "H", "H", "H", "H", "H", "H", "H", "H", "H", "F", "B", "F", "F", "F", "N", "C", "C", "C", "C", "C", "C", "N", "C", "C", "C", "C", "N", "C", "C", "H", "H", "H", "H", "H", "H", "H", "H", "H"],
  "positions_angstrom": [[-1.503580, -1.333392, -1.112259], [-3.392574, 2.215715, -2.857849], [-2.572868, 1.087895, -2.706190], [-2.572501, 0.356602, -1.613682], [-3.392374, 0.691686, -0.570918], [-4.257766, 1.795323, -0.656302], [-4.235009, 2.560854, -1.842804], [-5.111575, 2.090568, 0.431304], [-5.077431, 1.300678, 1.540351], [-4.204349, 0.199359, 1.637066], [-3.349913, -0.127239, 0.606848], [-2.416377, -1.175982, 0.531977], [-2.139541, -2.189857, 1.467220], [-2.643103, -2.353360, 2.739432], [-2.253896, -3.441396, 3.545440], [-1.359697, -4.371577, 3.109329], [-0.803511, -4.243962, 1.815859], [0.132641, -5.161142, 1.288871], [0.628490, -4.980821, 0.031465], [0.187367, -3.882734, -0.722059], [-0.681359, -3.013289, -0.255690], [-1.191684, -3.164165, 1.004701], [-3.351626, 2.778761, -3.778563], [-1.928708, 0.758830, -3.508850], [-4.895331, 3.414253, -1.932446], [-5.783072, 2.936253, 0.365561], [-5.731499, 1.507691, 2.376237], [-4.251648, -0.363215, 2.548117], [-3.345785, -1.670339, 3.173479], [-2.689172, -3.525924, 4.531765], [-1.066644, -5.204275, 3.734731], [0.443014, -6.003436, 1.894335], [1.344461, -5.664600, -0.400144], [0.530500, -3.726225, -1.734887], [-3.006726, -2.552740, -1.953816], [-2.492558, -2.716273, -3.360988], [-2.523977, -1.430938, -3.902589], [-1.134127, -3.049219, -3.162610], [-3.231647, -3.622626, -4.017246], [4.081653, 2.578401, 1.179460], [5.254264, 3.253935, 0.920013], [6.137790, 3.953287, 1.737154], [7.233198, 4.512881, 1.115009], [7.447264, 4.384451, -0.270182], [6.570198, 3.691645, -1.073000], [5.452085, 3.116156, -0.462535], [4.428586, 2.380321, -1.015610], [3.639481, 2.080212, -0.019203], [2.422004, 1.297003, -0.188737], [2.088966, 0.845902, -1.468634], [0.942470, 0.112246, -1.644218], [0.118913, -0.202736, -0.629279], [0.430879, 0.219465, 0.600643], [1.561583, 0.966658, 0.855641], [3.647882, 2.478196, 2.079288], [5.979078, 4.055533, 2.802360], [7.950135, 5.066854, 1.705849], [8.323779, 4.843481, -0.706701], [6.728423, 3.588817, -2.137587], [2.733269, 1.080351, -2.303160], [0.656422, -0.250320, -2.627075], [-0.251996, -0.055831, 1.392303], [1.748831, 1.277346, 1.874006]],
  "forces_ev_per_angstrom": [[-0.2, -0.5, -0.2], [0.0, 0.0, 0.0], [0.0, 0.0, 0.0], [0.0, 0.1, 0.2], [-0.1, 0.1, 0.0], [0.1, -0.1, 0.0], [0.0, 0.0, 0.0], [0.0, 0.0, 0.0], [0.0, 0.0, 0.0], [0.0, 0.0, 0.0], [0.0, 0.1, -0.1], [0.1, 0.1, -0.1], [0.1, -0.1, -0.1], [0.0, 0.0, 0.0], [0.0, 0.0, 0.0], [0.0, 0.0, 0.0], [0.0, 0.1, 0.0], [0.0, 0.0, 0.0], [0.0, 0.0, 0.0], [0.0, 0.0, 0.0], [-0.1, 0.1, 0.3], [0.0, -0.1, 0.1], [0.0, 0.0, 0.0], [0.0, 0.0, 0.0], [0.0, 0.0, 0.0], [0.0, 0.0, 0.0], [0.0, 0.0, 0.0], [0.0, 0.0, 0.0], [0.0, 0.0, 0.0], [0.0, 0.0, 0.0], [0.0, 0.0, 0.0], [0.0, 0.0, 0.0], [0.0, 0.0, 0.0], [0.0, 0.0, 0.0], [0.1, 0.0, 0.0], [-0.1, 0.4, -0.2], [-0.1, -0.1, -0.1], [0.1, 0.1, 0.1], [0.1, -0.1, 0.1], [0.0, 0.0, 0.0], [0.0, 0.0, -0.1], [0.0, 0.0, 0.0], [0.0, 0.0, 0.0], [0.0, 0.0, 0.0], [0.0, 0.0, 0.0], [0.1, 0.1, 0.1], [-0.1, -0.1, 0.0], [0.2, 0.1, 0.0], [-0.1, -0.1, 0.0], [0.0, 0.0, 0.0], [0.0, 0.0, 0.0], [0.0, 0.0, 0.1], [0.0, 0.0, 0.0], [0.1, 0.0, 0.0], [0.0, 0.0, 0.0], [0.0, 0.0, 0.0], [0.0, 0.0, 0.0], [0.0, 0.0, 0.0], [0.0, 0.0, 0.0], [0.0, 0.0, 0.0], [0.0, 0.0, 0.0], [0.0, 0.0, 0.0], [0.0, 0.0, 0.0]]
}

=====

[3]
{
  "formula": "C13H22BN3O9Si",
  "method": "ωB97M-V/def2-TZVPD",
  "orbital_gap_ev": 5.31,
  "charge": 0,
  "lumo_energy_ha": -0.11523,
  "spin_multiplicity": 1,
  "elements": ["C", "Si", "C", "C", "O", "C", "C", "C", "C", "C", "N", "C", "N", "N", "H", "H", "H", "H", "H", "H", "H", "H", "H", "H", "H", "H", "H", "H", "H", "H", "H", "H", "H", "H", "H", "H", "B", "O", "C", "O", "C", "O", "O", "O", "C", "O", "C", "O", "O"],
  "positions_angstrom": [[1.232826, 0.424469, -2.646590], [0.535841, -0.382531, -1.085971], [-0.714840, -1.674308, -1.546983], [-0.407763, 0.933683, -0.093339], [1.742196, -1.027888, -0.115443], [2.740817, -0.114516, 0.296272], [2.653919, 0.163741, 1.801226], [3.069919, 1.586137, 2.199088], [1.895476, 2.586019, 2.294015], [1.733084, 3.467068, 1.076711], [3.114943, 4.045073, 0.740962], [3.899808, 3.013161, 0.392633], [4.339387, 2.882711, -0.861301], [4.230154, 2.077340, 1.367461], [1.210617, -0.317829, -3.443658], [0.639703, 1.272425, -2.982395], [2.274937, 0.738515, -2.544339], [-0.464320, -2.639320, -1.105115], [-0.758524, -1.836480, -2.621423], [-1.685487, -1.372753, -1.162141], [-0.350563, 1.930702, -0.530777], [-1.452345, 0.648852, 0.014658], [0.010531, 0.983097, 0.914504], [2.726276, 0.796486, -0.310642], [3.691900, -0.606413, 0.097093], [3.377686, -0.494563, 2.279529], [1.685767, -0.101293, 2.213448], [3.464858, 1.500020, 3.206413], [0.933710, 2.122180, 2.491451], [2.093180, 3.235223, 3.147354], [1.444169, 2.895096, 0.197144], [1.020817, 4.262903, 1.254148], [3.038208, 4.704939, -0.030115], [3.672636, 2.990605, -1.610023], [5.304159, 2.651720, -1.035346], [4.908928, 2.473188, 2.008865], [-5.152203, -3.374885, -0.328801], [-5.881948, -3.871529, -1.507276], [-5.633236, -5.169453, -1.654413], [-6.070946, -5.873302, -2.515353], [-4.684244, -5.600345, -0.529819], [-4.248409, -6.699804, -0.355722], [-4.424909, -4.533389, 0.219877], [-4.217208, -2.283113, -0.695892], [-4.526715, -1.200134, -0.010249], [-3.948546, -0.146927, -0.077750], [-5.731069, -1.520477, 0.881101], [-6.265587, -0.759358, 1.634089], [-6.067589, -2.784744, 0.672835]],
  "forces_ev_per_angstrom": [[0.3, -0.3, 0.2], [-1.2, 0.2, -0.1], [0.6, -0.3, 0.2], [0.7, -0.1, 0.2], [-0.1, 0.5, -0.4], [-0.2, -0.9, 0.2], [1.0, 0.2, -0.3], [-0.9, -0.4, 0.4], [0.4, 0.6, 0.1], [0.5, -0.1, 0.6], [-1.3, -0.9, -1.6], [0.6, 0.2, 0.5], [0.1, 0.5, 0.8], [0.2, -0.1, 0.1], [0.1, 0.0, -0.1], [-0.1, 0.1, 0.1], [0.1, 0.1, 0.0], [0.0, -0.1, 0.1], [-0.2, 0.1, -0.1], [-0.2, -0.1, -0.1], [-0.2, 0.1, -0.1], [-0.1, 0.0, -0.1], [-0.1, 0.1, 0.1], [-0.1, 0.2, 0.1], [0.2, 0.2, -0.1], [-0.1, -0.2, 0.1], [-0.2, 0.2, -0.1], [0.1, 0.1, 0.1], [0.1, -0.4, 0.0], [-0.1, 0.2, 0.0], [-0.3, 0.1, 0.0], [0.1, 0.2, 0.0], [0.0, 0.1, 0.1], [0.4, 0.7, -0.3], [-0.2, -0.9, -0.2], [0.1, 0.1, -0.1], [-0.1, -0.2, 0.0], [0.2, -0.1, 0.3], [-0.4, 0.2, -0.4], [0.0, -0.1, 0.0], [0.3, -0.1, 0.4], [0.0, 0.0, -0.1], [-0.2, 0.1, -0.2], [-0.1, 0.0, 0.2], [0.5, 0.1, -0.4], [0.1, 0.0, 0.1], [-0.5, -0.2, 0.3], [0.1, 0.1, 0.0], [0.3, 0.2, -0.2]]
}

=====

[4]
{
  "formula": "C8H27NO5",
  "method": "ωB97M-V/def2-TZVPD",
  "orbital_gap_ev": 9.88,
  "charge": 0,
  "lumo_energy_ha": 0.01409,
  "smiles": "COC[C@H](C)N.CO.CO.CO.CO",
  "relative_energy_kcal_mol": 33.3,
  "spin_multiplicity": 1,
  "elements": ["C", "O", "C", "C", "C", "N", "H", "H", "H", "H", "H", "H", "H", "H", "H", "H", "H", "C", "O", "H", "H", "H", "H", "C", "O", "H", "H", "H", "H", "C", "O", "H", "H", "H", "H", "C", "O", "H", "H", "H", "H"],
  "positions_angstrom": [[1.799212, 1.258546, 1.758655], [3.059051, 0.693352, 2.000675], [3.438347, -0.214130, 0.997224], [4.706275, -0.921330, 1.402251], [5.839606, 0.055084, 1.698134], [5.098906, -1.819060, 0.316577], [1.771242, 1.794849, 0.802269], [1.580493, 1.951688, 2.569788], [0.997654, 0.507192, 1.764580], [2.659093, -0.965621, 0.784731], [3.622640, 0.306803, 0.042815], [4.535579, -1.477917, 2.338971], [5.904784, 0.832589, 0.932434], [6.801549, -0.456369, 1.761970], [5.674675, 0.554772, 2.652038], [4.451765, -2.597911, 0.246206], [5.994240, -2.240638, 0.535132], [-5.421553, 0.920879, -0.261265], [-4.240292, 1.529083, -0.745233], [-5.330902, -0.169389, -0.229891], [-5.633349, 1.244454, 0.765297], [-6.255261, 1.214804, -0.897079], [-3.515529, 0.893479, -0.707267], [-0.656261, -0.381807, -0.823966], [-2.062446, -0.248834, -0.650712], [-0.245685, 0.618862, -0.942373], [-0.196479, -0.834617, 0.058082], [-0.418522, -0.960087, -1.719703], [-2.441302, -1.124758, -0.489884], [-2.656847, -3.647580, 0.822239], [-3.340171, -2.668303, 0.033125], [-3.199152, -3.861074, 1.740968], [-2.417377, -4.531210, 0.231566], [-1.703522, -3.201849, 1.111465], [-4.221319, -2.986392, -0.181719], [-2.350172, 3.187531, -3.069345], [-1.883518, 4.468198, -3.514082], [-3.141514, 3.283271, -2.330616], [-2.686492, 2.572180, -3.908067], [-1.488289, 2.674831, -2.644442], [-2.429153, 4.746417, -4.251552]],
  "forces_ev_per_angstrom": [[-0.4, 0.2, 0.1], [0.0, -0.3, 0.1], [0.0, 0.0, -0.5], [0.6, -0.2, 0.5], [-0.1, 0.3, 0.0], [0.0, -0.2, -0.1], [0.0, 0.0, 0.0], [0.1, 0.1, -0.1], [0.1, -0.1, -0.1], [-0.1, 0.1, 0.2], [0.0, 0.0, 0.1], [-0.2, 0.1, -0.1], [0.1, -0.1, -0.1], [0.0, -0.1, -0.1], [-0.1, 0.0, 0.0], [-0.1, 0.1, -0.1], [0.0, 0.1, 0.0], [0.3, 0.1, 0.3], [-0.3, 0.1, -0.1], [-0.1, 0.0, -0.2], [0.0, 0.0, -0.1], [-0.1, -0.1, 0.0], [0.3, 0.0, 0.0], [-0.3, 0.2, 0.0], [0.2, -0.1, 0.0], [0.0, 0.0, 0.0], [0.1, -0.1, -0.1], [0.1, -0.1, 0.0], [-0.1, -0.1, 0.0], [0.4, 0.5, -0.1], [0.1, -0.2, 0.1], [-0.1, -0.3, -0.1], [-0.3, -0.2, 0.1], [-0.1, 0.1, 0.0], [0.0, 0.0, 0.0], [0.3, 0.2, -0.3], [0.0, -0.2, 0.0], [0.0, -0.1, 0.1], [-0.1, 0.0, 0.0], [-0.1, 0.0, 0.2], [-0.1, 0.1, 0.0]]
}

=====

Maximum force readings, ordered: 0.068 0.011 0.044 0.017 Eh/bohr